C5H15N2S | ωB97M-V/def2-TZVPD

Last column: Mulliken charge in e.
Geometry (Å):
C: 0.6606 -1.9314 0.7666  -1.097
N: 0.4166 -1.1117 -0.4152  -0.177
C: 0.4667 -2.0099 -1.7036  -0.875
C: -0.8839 -0.3409 -0.3308  -1.083
C: -0.5203 0.8327 0.6133  0.417
N: 0.9995 1.0451 0.6809  -0.119
C: -1.0778 2.0557 -0.1668  -1.214
S: -0.7352 3.6696 0.6318  -0.229
H: 1.6591 -2.3231 0.6535  0.385
H: -0.0641 -2.7324 1.0100  0.369
H: 0.7447 -1.3920 1.7110  0.388
H: -0.6739 -2.3736 -1.8257  0.265
H: 1.3467 -2.6823 -1.7639  0.327
H: 0.8775 -1.3187 -2.4421  0.338
H: -1.1018 0.0595 -1.3431  0.509
H: -1.6563 -0.9318 0.1197  0.305
H: -0.9218 0.5787 1.7011  0.358
H: 1.3650 1.1082 1.5281  0.235
H: 1.5798 0.3641 0.1193  0.359
H: 1.3969 1.8221 0.3150  0.365
H: -0.8199 2.1017 -1.2104  0.506
H: -2.0848 1.8989 -0.5841  0.513
H: -0.9734 3.6113 1.9357  0.155

Calculated values
structure (SMILES) = CN(C)C[C@@H]([NH3+])CS
relative energy (zero: lowest compared OMol25 entry of this formula, charge and spin) = 81.7 kcal per mole
total charge = +1
E = -706.8464 a.u.